{"formula": "C6H9N", "method": "ωB97M-V/def2-TZVPD", "symbols": ["C", "C", "N", "C", "C", "C", "C", "H", "H", "H", "H", "H", "H", "H", "H", "H"], "positions_angstrom": [[-1.7141, -0.6434, 0.9109], [-0.8905, 0.4519, 0.4344], [-0.8922, -0.0259, 1.8948], [0.7872, 0.0447, 1.2368], [0.4190, 0.1071, -0.1970], [0.7405, -0.7485, -1.3791], [1.0156, 0.7383, -1.4022], [-1.5338, -1.6470, 0.5603], [-2.7350, -0.2908, 0.9389], [-1.3061, 1.4203, 0.2814], [1.0861, -0.8736, 1.6848], [1.2934, 0.9366, 1.6186], [-0.0828, -1.1198, -1.9786], [1.5892, -1.4276, -1.3170], [2.0448, 1.0694, -1.3603], [0.3654, 1.3639, -2.0097]], "e_above_lowest_kcal_mol": 117.8, "homo_lumo_gap_ev": 9.54, "mol_weight_g_mol": 95.1, "e_homo_ev": -8.52}

---

{"formula": "C3H3NO3", "method": "ωB97M-V/def2-TZVPD", "symbols": ["O", "C", "C", "C", "N", "O", "O", "H", "H", "H"], "positions_angstrom": [[2.2747, -0.5403, -0.0608], [1.1907, -0.0212, 0.0228], [0.5806, 1.2655, -0.2268], [-0.7355, 1.0808, 0.2442], [-1.0347, -0.2189, 0.5515], [-1.9303, -0.4904, -0.4751], [0.1394, -0.9126, 0.0652], [1.0085, 2.2065, -0.4682], [-1.3357, 1.9478, 0.1694], [-2.5152, -1.0262, -0.0374]], "e_above_lowest_kcal_mol": 113.6, "homo_lumo_gap_ev": 10.22, "smiles": "O=c1ccn(O)o1", "mol_weight_g_mol": 101.1, "e_homo_ev": -10.25}

---

{"formula": "C5H7NO4", "method": "ωB97M-V/def2-TZVPD", "symbols": ["O", "C", "C", "N", "C", "C", "O", "O", "C", "O", "H", "H", "H", "H", "H", "H", "H"], "positions_angstrom": [[-2.9979, 1.1469, 0.1477], [-2.0580, 0.6101, -0.3839], [-1.2371, -0.4152, 0.3326], [-0.1823, -1.0848, -0.5008], [0.9224, -0.6303, 0.4024], [1.8416, 0.4177, -0.1852], [2.9304, 0.6751, 0.2887], [1.4948, 0.7495, -1.4428], [-0.1068, 0.2097, 1.2975], [0.1647, 1.4985, 1.1776], [-1.7432, 0.8895, -1.4146], [-1.8717, -1.1596, 0.8240], [-0.2811, -2.0977, -0.5846], [-0.0901, -0.7044, -1.4502], [1.4569, -1.4562, 0.8763], [1.9511, 1.5609, -1.7041], [-0.1936, -0.2098, 2.3197]], "e_above_lowest_kcal_mol": 65.4, "homo_lumo_gap_ev": 7.72, "smiles": "O=C[C@H]1[NH2+][C@@H](C(=O)O)[C@H]1[O-]", "mol_weight_g_mol": 145.1, "e_homo_ev": -8.01}

---

{"formula": "C14H28B2KO8RbS2Sn", "method": "ωB97M-V/def2-TZVPD", "symbols": ["Rb", "Sn", "K", "B", "H", "H", "H", "H", "B", "H", "H", "H", "H", "C", "C", "C", "O", "C", "C", "C", "O", "O", "O", "H", "H", "C", "S", "O", "C", "H", "H", "H", "H", "H", "H", "C", "S", "O", "C", "H", "H", "H", "H", "H", "H", "O", "C", "O", "C", "C", "C", "H", "H", "H", "H", "H", "H"], "positions_angstrom": [[-1.4748, 0.1396, -2.7825], [-1.9616, 0.8299, 1.0093], [-0.7143, -1.8433, -0.5480], [-1.1722, -1.2616, 1.5957], [-0.4576, -0.4605, 1.4865], [-1.7713, -1.1822, 2.4895], [-1.7819, -1.2730, 0.7055], [-0.7474, -2.2444, 1.7296], [-0.3992, 0.6286, -0.6262], [-1.3829, 0.7973, -1.0360], [0.3105, 0.7165, -1.4341], [-0.3077, 1.4710, 0.0418], [-0.3334, -0.3338, -0.1428], [-5.4841, -0.6517, -0.1776], [-5.0560, 0.4093, -0.9591], [-3.5639, 0.5830, -1.2354], [-2.9994, 1.6547, -1.6051], [-2.6937, -0.4688, -0.9563], [-3.1731, -1.6338, -0.2698], [-4.6363, -1.7151, 0.3132], [-4.9038, -2.4357, 1.2702], [-2.4044, -2.5784, -0.0420], [-5.9934, 1.2874, -1.3164], [-6.5419, -0.7472, 0.0183], [-1.6152, -0.4617, -1.0126], [-0.0841, 3.0563, -1.5959], [-0.8559, 3.6404, -0.0274], [-2.1440, 2.8153, 0.1471], [0.3878, 3.3885, 1.2536], [0.2773, 3.9584, -2.0896], [-0.8422, 2.5467, -2.1905], [0.7845, 2.4399, -1.3640], [0.0333, 3.5889, 2.2647], [1.3228, 3.9155, 1.0635], [0.7131, 2.3699, 1.0424], [3.9519, -0.2853, 2.5337], [2.3252, -1.1235, 2.3445], [1.6828, -0.8981, 3.7148], [1.5777, -0.0969, 0.9637], [4.6419, -0.6610, 1.7781], [4.3203, -0.5792, 3.5165], [3.8504, 0.7998, 2.5135], [0.9874, -0.8305, 0.4147], [2.3775, 0.2037, 0.2869], [0.9176, 0.6867, 1.3357], [2.1233, -3.4336, 0.5602], [2.3921, -2.5075, -0.2310], [1.4756, -1.9764, -1.0855], [1.9988, -0.8936, -1.9158], [3.4935, -1.1013, -1.8690], [3.6914, -1.7935, -0.5277], [1.8223, 0.1228, -1.5636], [1.5957, -0.9674, -2.9258], [4.2651, -0.3514, -2.0432], [3.8381, -1.8194, -2.6131], [3.7725, -1.0034, 0.2188], [4.5652, -2.4370, -0.4259]], "homo_lumo_gap_ev": 5.37, "mol_weight_g_mol": 653.4, "e_homo_ev": -6.58}

---

{"formula": "C5H10ClN2O2S", "method": "ωB97M-V/def2-TZVPD", "symbols": ["C", "C", "C", "C", "C", "N", "N", "O", "O", "S", "Cl", "H", "H", "H", "H", "H", "H", "H", "H", "H", "H"], "positions_angstrom": [[-1.7685, -0.0818, -0.5089], [1.5989, -0.8209, 0.9053], [-0.5517, 1.4538, -2.2508], [2.6785, -1.1620, -0.1197], [0.1080, 0.9003, 1.2641], [-2.5468, -1.0090, 0.0994], [-0.4011, 0.4170, 2.3440], [1.2159, -1.5171, 1.8524], [1.0723, 0.4274, 0.5805], [-1.7626, 0.0261, -2.1488], [1.7830, -1.3634, -1.6481], [-0.5059, 1.8010, -1.2735], [-0.9667, 2.1865, -3.0073], [0.4618, 1.0933, -2.7113], [3.4520, -0.2507, -0.2909], [3.3373, -1.9173, 0.2750], [-0.0056, 1.8550, 0.8940], [-3.3110, -1.3725, -0.4552], [-1.2093, 0.9239, 2.6939], [-0.0244, -0.5229, 2.4165], [-2.6543, -1.0667, 1.0894]], "e_above_lowest_kcal_mol": 0.0, "total_charge": 1, "homo_lumo_gap_ev": 7.80, "mol_weight_g_mol": 197.7, "e_homo_ev": -12.11}

---

{"formula": "C4H7BaLiO2", "method": "ωB97M-V/def2-TZVPD", "symbols": ["O", "C", "C", "Li", "Ba", "H", "H", "H", "C", "C", "O", "H", "H", "H", "H"], "positions_angstrom": [[0.6886, -0.7382, 1.1967], [1.1870, -1.5418, 0.2989], [0.4571, -1.3642, -0.9692], [3.3809, -0.5676, 0.3253], [-2.0023, -0.2940, 1.2009], [1.5087, -2.5521, 0.5498], [0.8694, -0.5498, -1.5447], [0.1767, -2.2633, -1.5005], [-0.5112, 1.5866, 0.4077], [-0.9925, 0.5701, -0.7263], [-1.2172, 1.8163, 1.5181], [0.1035, 2.4446, 0.1380], [-0.7096, 1.3899, -1.2809], [-1.0521, 0.2595, -1.7985], [-1.8871, 1.8039, 2.1847]], "total_charge": 2, "homo_lumo_gap_ev": [6.56, 6.93], "mol_weight_g_mol": 231.4, "e_homo_ev": [-14.27, -14.46]}

---

{"formula": "C15H12BFN2O4Pt", "method": "ωB97M-V/def2-TZVPD", "symbols": ["Pt", "O", "C", "O", "C", "C", "C", "N", "C", "C", "C", "O", "O", "H", "H", "H", "F", "C", "C", "C", "C", "C", "C", "C", "H", "H", "H", "H", "H", "H", "B", "C", "N", "H", "H", "H"], "positions_angstrom": [[0.0772, -0.1140, 0.0463], [6.5914, 2.3117, 0.1757], [6.1650, 1.1547, -0.1137], [7.1297, 0.3997, -0.3451], [4.7595, 0.7952, -0.1416], [4.3380, -0.5308, -0.4615], [3.0146, -0.8280, -0.4738], [2.0648, 0.1119, -0.1992], [2.4674, 1.4017, 0.1295], [3.8015, 1.7504, 0.1548], [1.4091, 2.3305, 0.4589], [1.4870, 3.4972, 0.7302], [0.1422, 1.7247, 0.4631], [5.0659, -1.2934, -0.6975], [2.6518, -1.8171, -0.7130], [4.0706, 2.7666, 0.4124], [-2.2763, -1.3688, 5.2926], [-2.2300, -1.0376, 4.0077], [-2.3393, -2.0516, 3.0560], [-2.2869, -1.7132, 1.7326], [-2.1276, -0.3500, 1.3290], [-2.0923, 0.0075, -0.0492], [-2.0266, 0.6484, 2.3490], [-2.0783, 0.3070, 3.6728], [-2.4623, -3.0757, 3.3795], [-2.3655, -2.4795, 0.9728], [-2.2844, 1.0426, -0.3077], [-2.4365, -0.7247, -0.7696], [-1.8967, 1.6804, 2.0521], [-2.0046, 1.0461, 4.4581], [-0.0939, -4.7061, -0.7180], [-0.0022, -3.1710, -0.5288], [0.0164, -2.0244, -0.3452], [-0.1868, -4.8929, -1.9092], [0.9219, -5.1750, -0.2661], [-1.0938, -5.0410, -0.1225]], "e_above_lowest_kcal_mol": 0.0, "spin_multiplicity": 5, "homo_lumo_gap_ev": [6.12, 6.00], "mol_weight_g_mol": 509.2, "e_homo_ev": [-6.74, -10.24], "s_squared": 6.070}

---

{"formula": "C36H44Cl2N4OS2SeSiV", "method": "ωB97M-V/def2-TZVPD", "symbols": ["V", "C", "C", "N", "C", "C", "C", "S", "N", "C", "O", "C", "C", "C", "C", "C", "C", "H", "H", "H", "H", "H", "H", "H", "H", "H", "H", "H", "H", "H", "H", "H", "Cl", "C", "C", "C", "C", "C", "Cl", "C", "S", "H", "H", "H", "C", "C", "C", "C", "C", "C", "C", "C", "C", "C", "N", "C", "C", "C", "C", "C", "N", "H", "H", "H", "H", "H", "H", "H", "H", "H", "H", "H", "H", "H", "H", "H", "H", "H", "C", "Si", "C", "C", "Se", "H", "H", "H", "H", "H", "H", "H", "H", "H"], "positions_angstrom": [[0.6654, -0.4796, -0.9738], [0.6943, 5.7364, 0.3748], [2.1567, 5.2807, 0.3724], [2.4914, 4.3024, -0.6505], [2.9814, 4.7874, -1.9254], [1.8879, 4.9389, -2.9857], [2.1409, 2.9702, -0.4705], [2.6067, 1.8326, -1.6459], [1.4857, 2.7568, 0.6734], [0.8702, 1.6453, 1.0718], [0.5758, 0.6535, 0.3483], [0.4506, 1.5941, 2.4945], [0.6445, 2.6765, 3.3577], [0.2784, 2.5901, 4.6886], [-0.2818, 1.4184, 5.1863], [-0.4745, 0.3397, 4.3356], [-0.1186, 0.4251, 3.0008], [0.4984, 6.3763, 1.2394], [0.0505, 4.8612, 0.4388], [0.4526, 6.2963, -0.5306], [2.3823, 4.8353, 1.3402], [2.8151, 6.1420, 0.2295], [3.7235, 4.0811, -2.2960], [3.4724, 5.7476, -1.7459], [1.4441, 3.9635, -3.1814], [2.3099, 5.3214, -3.9185], [1.1064, 5.6224, -2.6476], [1.0810, 3.5829, 2.9669], [0.4417, 3.4387, 5.3436], [-0.5477, 1.3422, 6.2340], [-0.8829, -0.5869, 4.7199], [-0.2354, -0.4331, 2.3491], [2.7348, -1.2338, -0.0533], [2.9403, -2.8891, -0.4946], [4.1751, -3.4738, -0.2973], [4.3719, -4.8040, -0.6275], [3.3234, -5.5359, -1.1636], [2.0981, -4.9303, -1.3690], [0.8322, -5.8830, -2.0758], [1.8403, -3.5836, -1.0352], [0.2930, -2.8693, -1.2394], [4.9777, -2.8876, 0.1325], [5.3360, -5.2682, -0.4626], [3.4452, -6.5808, -1.4164], [-2.5003, 2.9554, -3.9283], [-1.7978, 2.7344, -2.5858], [-2.6048, 1.9035, -1.6111], [-3.7297, 2.4827, -1.0349], [-4.4652, 1.8194, -0.0709], [-4.0419, 0.5695, 0.3503], [-2.9281, -0.0506, -0.2000], [-2.5954, -1.4465, 0.2487], [-3.2141, -2.4874, -0.6894], [-2.2084, 0.6053, -1.2221], [-1.0698, 0.0220, -1.8207], [-1.0725, -0.1845, -3.1230], [0.1414, -0.5518, -3.7190], [0.5847, -0.7519, -5.0426], [1.9394, -1.0438, -4.9452], [2.2657, -1.0134, -3.5779], [1.1903, -0.7231, -2.8418], [-1.8991, 3.6002, -4.5737], [-3.4772, 3.4238, -3.7892], [-2.6558, 2.0111, -4.4509], [-1.6109, 3.7110, -2.1286], [-0.8271, 2.2710, -2.7566], [-4.0155, 3.4869, -1.3340], [-5.3496, 2.2761, 0.3581], [-4.5883, 0.0461, 1.1280], [-2.9782, -1.5967, 1.2604], [-1.5180, -1.6041, 0.2887], [-4.3039, -2.3918, -0.7088], [-2.9479, -3.4897, -0.3556], [-2.8334, -2.3613, -1.7042], [-1.9931, -0.1045, -3.6965], [-0.0049, -0.6525, -5.9423], [2.6211, -1.2547, -5.7561], [3.2274, -1.2006, -3.1218], [-2.0025, -4.7275, 2.5942], [-0.4996, -4.2900, 3.6728], [0.2584, -5.9574, 4.2038], [-1.2353, -3.5831, 5.2882], [0.9843, -2.9585, 2.7559], [-2.6119, -5.5229, 3.0396], [-1.6722, -5.0640, 1.6087], [-2.6432, -3.8538, 2.4506], [-0.4191, -6.5356, 4.8443], [1.1810, -5.7695, 4.7574], [0.5143, -6.5649, 3.3322], [-1.7755, -4.3485, 5.8591], [-1.9251, -2.7588, 5.0853], [-0.4281, -3.1947, 5.9134]], "e_above_lowest_kcal_mol": 0.0, "total_charge": -2, "spin_multiplicity": 4, "homo_lumo_gap_ev": [4.99, 5.56], "mol_weight_g_mol": 841.8, "e_homo_ev": [-0.73, -1.30], "s_squared": 3.781}

---

Number 1: E -7853.0509 eV. Number 2: E -10787.7735 eV. Number 3: E -14975.3453 eV. Number 4: E -77160.4845 eV. Number 5: E -35770.6045 eV. Number 6: E -9229.4387 eV. Number 7: E -33554.7866 eV. Number 8: E -191687.0039 eV.